1.
Density functional theory data (the ωB97M-V functional and the def2-TZVPD basis) for a molecular structure, C39H37BiN4PS2.

ORCA input file:
```
! wB97M-V def2-TZVPD RIJCOSX def2/J DEFGRID3
* xyz 3 1
Bi -0.46 0.11 -0.65
C 0.61 -0.18 -4.63
C -0.79 0.05 -4.13
C -1.38 1.31 -4.24
C -2.72 1.50 -3.89
C -3.47 0.45 -3.38
C -2.88 -0.80 -3.25
C -1.56 -1.00 -3.64
H 0.61 -0.24 -5.72
H 1.03 -1.11 -4.26
H 1.28 0.64 -4.36
H -0.81 2.14 -4.65
H -3.18 2.47 -4.06
H -4.52 0.59 -3.15
H -3.48 -1.65 -2.92
H -1.15 -2.00 -3.65
N -2.24 2.01 -0.82
C -1.88 3.17 -0.05
C -2.79 4.12 0.35
C -2.36 5.27 1.05
C -1.04 5.47 1.31
C -0.08 4.50 0.92
C 1.31 4.66 1.13
C 2.18 3.68 0.73
C 1.65 2.51 0.16
N 0.36 2.33 -0.06
C -0.52 3.32 0.27
H -2.09 2.19 -1.81
H -3.23 1.80 -0.74
H -3.84 4.01 0.10
H -3.09 6.01 1.35
H -0.70 6.37 1.81
H 1.67 5.55 1.61
H 3.25 3.78 0.85
H 2.32 1.70 -0.12
S 0.78 -4.79 -4.13
C 1.63 -5.88 -5.13
C 2.88 -6.14 -4.66
C 3.17 -5.44 -3.47
C 2.13 -4.66 -3.05
C 2.08 -3.80 -1.88
C 1.08 -2.81 -1.76
N 0.98 -1.98 -0.73
C 1.88 -2.07 0.27
C 2.90 -3.03 0.26
C 3.80 -3.09 1.39
C 3.67 -2.26 2.44
C 2.63 -1.26 2.46
C 2.45 -0.38 3.53
C 1.44 0.57 3.52
C 0.63 0.60 2.37
N 0.80 -0.21 1.33
C 1.77 -1.16 1.36
C 1.19 1.51 4.60
C 0.38 2.62 4.59
C 0.38 3.31 5.82
C 1.19 2.72 6.74
S 1.96 1.33 6.13
C 2.98 -3.90 -0.83
H 1.15 -6.28 -6.01
H 3.57 -6.81 -5.16
H 4.12 -5.51 -2.96
H 0.35 -2.69 -2.54
H 4.59 -3.84 1.37
H 4.34 -2.32 3.28
H 3.12 -0.45 4.38
H -0.16 1.34 2.29
H -0.19 2.95 3.73
H -0.19 4.21 6.02
H 1.38 3.03 7.76
H 3.75 -4.66 -0.84
C -3.75 -1.44 0.21
P -2.33 -0.79 1.11
C -1.67 -2.15 2.12
C -2.93 0.53 2.21
H -4.51 -1.76 0.92
H -3.45 -2.29 -0.40
H -4.18 -0.67 -0.44
H -1.37 -1.78 3.10
H -0.80 -2.60 1.64
H -2.43 -2.91 2.24
H -2.61 0.33 3.24
H -4.02 0.54 2.19
H -2.56 1.51 1.91
*
```

Properties
* Kohn-Sham gap: 6.064 eV
* LUMO: -0.3241 Eh

Löwdin analysis output, partial charges in e: 1.788, -0.025, -0.316, -0.043, -0.093, -0.095, -0.099, -0.109, 0.108, 0.066, 0.089, 0.130, 0.125, 0.119, 0.111, 0.093, -0.008, -0.263, 0.016, -0.018, 0.013, -0.134, 0.054, 0.004, -0.121, -0.081, -0.187, 0.063, 0.100, 0.133, 0.130, 0.136, 0.144, 0.130, 0.125, 1.059, -0.362, -0.137, -0.086, -0.492, -0.167, -0.084, -0.044, -0.184, -0.107, 0.027, 0.021, -0.106, 0.080, -0.171, -0.099, -0.088, -0.170, -0.498, -0.119, -0.152, -0.359, 1.115, 0.096, 0.086, 0.123, 0.122, 0.058, 0.137, 0.136, 0.125, 0.097, 0.099, 0.117, 0.089, 0.141, -0.238, 0.741, -0.209, -0.205, 0.078, 0.061, 0.043, 0.063, 0.041, 0.074, 0.066, 0.072, 0.021



2.
Density functional theory data (the ωB97M-V functional and the def2-TZVPD basis) for a molecular structure, C39H37ClHgN3O5P2 at a distorted geometry.

ORCA input file:
```
! wB97M-V def2-TZVPD RIJCOSX def2/J DEFGRID3
* xyz -2 2
Hg 8.85 12.02 11.17
N 7.89 9.85 10.03
C 6.76 9.41 10.88
C 6.53 10.29 12.11
O 5.51 10.18 12.81
N 7.37 11.29 12.42
C 7.14 12.07 13.65
C 8.24 13.16 13.81
O 7.94 14.02 14.65
O 9.24 13.18 12.99
H 7.74 10.12 9.04
H 8.65 9.22 10.04
H 6.86 8.35 11.28
H 5.91 9.39 10.28
H 7.03 11.42 14.52
H 6.18 12.57 13.62
Cl 7.97 8.00 14.63
C 9.48 7.42 15.37
C 9.38 6.84 16.65
C 10.54 6.36 17.23
C 11.78 6.68 16.71
C 11.85 7.39 15.53
C 10.72 7.92 14.84
P 10.75 9.01 13.39
C 12.36 9.88 13.75
C 12.11 10.98 14.56
C 13.15 11.69 15.13
C 14.50 11.29 14.87
C 14.76 10.19 14.09
C 13.67 9.43 13.59
C 11.50 7.76 12.26
C 11.99 6.52 12.57
C 12.48 5.63 11.58
C 12.46 6.03 10.25
C 11.91 7.26 9.95
C 11.64 8.21 10.97
H 8.39 6.79 17.11
H 10.51 5.72 18.14
H 12.73 6.33 17.20
H 12.82 7.50 15.07
H 11.09 11.23 14.60
H 13.02 12.54 15.72
H 15.34 11.93 15.22
H 15.65 9.60 14.10
H 13.83 8.43 13.19
H 11.94 6.08 13.52
H 12.94 4.70 11.93
H 12.74 5.39 9.41
H 11.55 7.48 8.94
H 11.63 9.23 10.73
O 9.16 11.73 8.21
C 9.74 12.77 8.50
O 10.02 13.04 9.73
C 10.33 13.66 7.40
P 10.65 15.34 8.01
C 8.97 15.92 8.09
C 8.45 16.74 7.08
C 7.62 16.40 6.04
C 6.36 15.89 6.17
C 5.59 15.73 7.37
C 5.96 16.06 8.74
C 11.45 16.45 6.77
C 10.67 16.76 5.68
C 11.13 17.80 4.85
C 12.17 18.68 5.17
C 12.92 18.32 6.28
C 12.62 17.16 7.05
H 9.58 13.69 6.62
H 11.26 13.16 7.13
H 8.77 17.81 6.99
H 7.92 16.69 5.04
H 5.72 15.79 5.30
H 4.62 15.21 7.22
H 5.13 15.85 9.36
H 9.97 16.09 5.20
H 10.67 17.91 3.88
H 12.56 19.59 4.65
H 13.67 18.97 6.72
H 13.18 16.96 7.98
C 9.96 17.21 10.64
C 8.92 16.09 10.74
C 8.30 16.10 9.35
N 7.06 16.41 9.32
H 10.74 16.94 9.95
H 10.46 17.28 11.60
H 9.56 18.21 10.38
H 8.21 16.34 11.54
H 9.37 15.13 10.97
*
```

Properties
* Kohn-Sham gap (spin up / spin down): 3.496 / 4.470 eV
* LUMO (spin up / spin down): 0.1264 / 0.1264 Eh

Löwdin analysis output, partial charges in e: 1.282, -0.042, -0.173, -0.590, -0.054, -0.146, -0.155, -0.667, -0.043, -0.219, 0.069, 0.035, 0.121, 0.079, 0.105, 0.110, 0.649, -0.596, -0.119, -0.115, -0.104, -0.108, -0.382, 1.111, -0.352, -0.094, -0.046, -0.088, -0.098, -0.090, -0.396, -0.107, -0.080, -0.110, -0.070, -0.102, 0.100, 0.108, 0.116, 0.089, 0.071, 0.081, 0.104, 0.090, 0.094, 0.078, 0.100, 0.096, 0.106, 0.098, -0.044, -0.722, -0.226, -0.282, 1.027, -0.359, -0.203, -0.194, -0.166, -0.110, -0.201, -0.366, -0.148, -0.104, -0.126, -0.134, -0.100, 0.081, 0.082, 0.131, 0.076, 0.065, 0.062, 0.054, 0.095, 0.084, 0.103, 0.080, 0.093, -0.139, -0.177, -0.344, 0.047, 0.000, 0.055, 0.079, 0.113, 0.068



3.
Density functional theory data (the ωB97M-V functional and the def2-TZVPD basis) for a molecular structure, C39H37MnN4O2Te.

ORCA input file:
```
! wB97M-V def2-TZVPD RIJCOSX def2/J DEFGRID3
* xyz -1 6
Mn 0.75 0.31 0.44
C 4.72 2.19 1.06
C 4.89 0.93 0.26
C 5.98 0.79 -0.59
C 6.21 -0.39 -1.28
C 5.35 -1.45 -1.10
C 4.24 -1.34 -0.26
C 3.37 -2.54 0.00
C 3.98 -0.13 0.39
N 2.80 -0.01 1.17
C 2.95 -0.16 2.49
O 4.00 -0.37 3.12
C 1.66 -0.02 3.27
C 1.60 0.09 4.65
C 0.36 0.28 5.23
C -0.78 0.37 4.45
C -0.64 0.24 3.08
N 0.55 0.03 2.54
C -1.81 0.34 2.12
O -2.92 0.53 2.60
N -1.47 0.20 0.82
C -2.53 0.06 -0.09
C -3.59 -0.85 0.13
C -3.56 -1.84 1.25
C -4.67 -0.87 -0.75
C -4.72 -0.05 -1.86
C -3.63 0.75 -2.15
C -2.52 0.79 -1.30
C -1.32 1.60 -1.70
H 5.40 2.97 0.71
H 4.94 1.99 2.12
H 3.70 2.57 1.01
H 6.67 1.62 -0.69
H 7.06 -0.48 -1.94
H 5.54 -2.40 -1.60
H 3.85 -3.45 -0.38
H 2.40 -2.45 -0.48
H 3.19 -2.67 1.07
H 2.52 0.03 5.21
H 0.28 0.39 6.31
H -1.77 0.55 4.86
H -2.54 -2.19 1.43
H -4.19 -2.71 1.01
H -3.91 -1.40 2.18
H -5.49 -1.55 -0.55
H -5.59 -0.05 -2.51
H -3.62 1.37 -3.04
H -1.56 2.31 -2.49
H -0.52 0.94 -2.08
H -0.91 2.15 -0.86
C -1.91 6.69 -3.44
C -1.26 5.87 -2.36
C -1.98 5.41 -1.27
C -1.39 4.66 -0.26
C -2.24 4.15 0.87
C -0.02 4.34 -0.34
Te 0.88 3.10 1.13
C 0.72 4.80 -1.44
C 2.18 4.48 -1.59
C 0.09 5.55 -2.43
H -2.99 6.73 -3.31
H -1.71 6.28 -4.43
H -1.54 7.72 -3.44
H -3.04 5.64 -1.20
H -3.25 4.57 0.80
H -1.81 4.41 1.84
H -2.32 3.06 0.85
H 2.35 3.40 -1.60
H 2.76 4.86 -0.75
H 2.58 4.91 -2.52
H 0.68 5.90 -3.28
N 0.34 -1.36 -1.01
C -0.34 -2.04 -1.64
C -1.16 -2.95 -2.38
C -0.68 -4.21 -2.73
C -1.50 -5.07 -3.44
C -2.78 -4.67 -3.81
C -3.25 -3.41 -3.46
C -2.44 -2.54 -2.75
H 0.31 -4.51 -2.43
H -1.14 -6.05 -3.71
H -3.41 -5.34 -4.37
H -4.25 -3.09 -3.74
H -2.80 -1.56 -2.46
*
```

Properties
* Kohn-Sham gap (spin up / spin down): 5.680 / 5.632 eV
* LUMO (spin up / spin down): 0.0653 / 0.0626 Eh

Löwdin analysis output, partial charges in e: 0.655, -0.055, -0.203, -0.065, -0.110, -0.075, -0.213, -0.047, -0.198, 0.004, -0.510, 0.016, -0.182, 0.008, -0.042, 0.010, -0.197, 0.035, -0.505, 0.009, 0.036, -0.200, -0.208, -0.048, -0.082, -0.123, -0.080, -0.217, -0.058, 0.072, 0.083, -0.027, 0.100, 0.089, 0.097, 0.070, 0.032, 0.081, 0.114, 0.103, 0.114, 0.082, 0.072, 0.073, 0.104, 0.092, 0.106, 0.087, 0.065, -0.012, -0.068, -0.290, -0.033, -0.337, -0.096, -0.556, 0.914, -0.326, -0.111, -0.036, 0.066, 0.071, 0.073, 0.106, 0.071, 0.052, 0.058, 0.053, 0.062, 0.066, 0.108, 0.178, -0.075, -0.193, -0.026, -0.079, -0.075, -0.053, 0.001, 0.120, 0.103, 0.103, 0.110, 0.084



4.
Density functional theory data (the ωB97M-V functional and the def2-TZVPD basis) for a molecular structure, C39H38BrN7O2Ru.

ORCA input file:
```
! wB97M-V def2-TZVPD RIJCOSX def2/J DEFGRID3
* xyz 1 6
Ru -0.83 0.22 -0.13
O 1.06 0.37 1.62
C 0.88 1.37 2.60
C -0.45 2.06 2.42
C -0.81 3.04 3.35
C -2.00 3.71 3.19
C -2.80 3.41 2.09
C -2.37 2.44 1.22
N -1.22 1.76 1.38
H 1.92 0.48 1.18
H 1.67 2.12 2.56
H 0.91 0.92 3.60
H -0.15 3.25 4.18
H -2.30 4.47 3.90
H -3.74 3.92 1.91
H -2.95 2.19 0.34
Br 6.88 0.36 0.19
C 5.07 0.06 -0.27
C 4.63 -1.22 -0.56
C 3.30 -1.44 -0.89
C 2.40 -0.37 -0.94
C 2.86 0.91 -0.64
C 4.19 1.13 -0.31
N 1.04 -0.57 -1.23
C 0.71 -1.45 -2.17
C -0.63 -1.82 -2.34
C -1.06 -2.78 -3.28
C -2.36 -3.19 -3.30
C -3.27 -2.64 -2.37
C -2.82 -1.69 -1.50
N -1.55 -1.24 -1.49
H 5.32 -2.05 -0.52
H 2.95 -2.45 -1.06
H 2.17 1.74 -0.70
H 4.54 2.13 -0.09
H 1.47 -1.90 -2.80
H -0.33 -3.20 -3.96
H -2.69 -3.93 -4.02
H -4.31 -2.96 -2.33
H -3.49 -1.24 -0.77
C 0.76 -10.36 4.55
C 1.04 -9.28 3.54
C 0.55 -9.37 2.24
C 0.82 -8.37 1.31
C 1.60 -7.28 1.66
N 1.88 -6.25 0.71
C 1.28 -5.03 0.64
O 1.53 -4.23 -0.25
N 0.38 -4.78 1.67
C -0.36 -3.62 1.87
C -1.23 -3.57 2.96
C -1.98 -2.43 3.18
C -1.84 -1.36 2.31
N -1.01 -1.41 1.27
C -0.28 -2.50 1.04
C 2.10 -7.19 2.95
C 1.82 -8.18 3.88
H 0.15 -11.15 4.12
H 0.23 -9.95 5.41
H 1.69 -10.80 4.91
H -0.05 -10.22 1.95
H 0.42 -8.44 0.30
H 2.45 -6.47 -0.09
H 0.24 -5.53 2.33
H -1.32 -4.42 3.62
H -2.66 -2.37 4.01
H -2.41 -0.45 2.45
H 0.37 -2.49 0.19
H 2.73 -6.35 3.22
H 2.22 -8.10 4.88
C -3.60 1.36 -2.36
C -2.69 2.49 -2.71
C -3.12 3.50 -3.54
C -2.28 4.53 -3.94
C -0.96 4.56 -3.50
C -0.47 3.58 -2.66
C 0.96 3.61 -2.20
C -1.34 2.53 -2.23
N -0.87 1.63 -1.37
H -4.64 1.62 -2.56
H -3.52 1.06 -1.31
H -3.36 0.47 -2.95
H -4.15 3.48 -3.90
H -2.65 5.31 -4.60
H -0.30 5.36 -3.82
H 1.48 4.47 -2.60
H 1.48 2.70 -2.51
H 1.01 3.65 -1.11
*
```

Properties
* Kohn-Sham gap (spin up / spin down): 5.696 / 7.033 eV
* LUMO (spin up / spin down): -0.0816 / -0.1162 Eh

Löwdin analysis output, partial charges in e: 1.346, -0.111, -0.165, -0.232, -0.004, -0.030, -0.032, -0.111, -0.016, 0.061, 0.142, 0.137, 0.129, 0.120, 0.117, 0.089, 0.748, -0.701, -0.109, -0.010, -0.299, -0.069, -0.120, -0.034, -0.130, -0.277, -0.020, -0.068, -0.074, -0.184, -0.062, 0.106, 0.094, 0.081, 0.105, 0.131, 0.118, 0.108, 0.101, 0.104, -0.044, -0.270, -0.031, -0.009, -0.275, 0.131, -0.497, 0.057, 0.161, -0.169, 0.014, -0.039, -0.131, -0.078, -0.035, -0.026, -0.034, 0.077, 0.085, 0.087, 0.115, 0.119, 0.158, 0.131, 0.125, 0.115, 0.104, 0.086, 0.122, 0.119, -0.049, -0.203, -0.047, -0.054, -0.043, -0.204, -0.049, -0.285, 0.005, 0.088, 0.034, 0.085, 0.115, 0.109, 0.115, 0.084, 0.078, 0.076



5.
Density functional theory data (the ωB97M-V functional and the def2-TZVPD basis) for 6 unconnected molecules or ions with the total composition C39H38F5N4 at a distorted geometry.

ORCA input file:
```
! wB97M-V def2-TZVPD RIJCOSX def2/J DEFGRID3
* xyz 1 1
N -0.27 -2.06 1.33
C 0.80 -2.38 0.66
N 0.92 -1.98 -0.63
C 2.19 -2.43 -1.25
C 3.38 -2.08 -0.33
C 3.14 -2.49 1.13
C 3.43 -1.31 2.07
C 4.24 -1.53 3.16
C 4.54 -0.47 4.00
N 4.13 0.77 3.86
C 3.33 0.96 2.81
C 2.94 0.03 1.90
N 1.79 -3.10 1.36
H -0.22 -2.15 2.34
H -1.14 -1.79 0.86
H 0.83 -0.97 -0.73
H 2.13 -3.50 -1.45
H 2.32 -1.87 -2.18
H 3.65 -1.03 -0.41
H 4.25 -2.63 -0.72
H 3.87 -3.27 1.37
H 4.63 -2.52 3.37
H 5.20 -0.68 4.85
H 2.96 1.98 2.66
H 2.28 0.28 1.07
H 1.84 -4.02 0.92
F 4.72 0.80 -1.96
C 6.01 0.76 -1.58
C 6.31 0.76 -0.22
C 7.64 0.73 0.18
C 8.65 0.71 -0.77
C 8.34 0.71 -2.12
C 7.01 0.73 -2.53
H 5.50 0.79 0.50
H 7.88 0.73 1.23
H 9.68 0.69 -0.45
H 9.13 0.69 -2.86
H 6.75 0.73 -3.58
F 0.75 6.54 4.13
C 2.05 6.40 3.81
C 2.73 7.48 3.27
C 4.07 7.33 2.95
C 4.71 6.11 3.16
C 4.00 5.04 3.69
C 2.66 5.19 4.02
H 2.21 8.41 3.11
H 4.62 8.16 2.54
H 5.75 6.00 2.90
H 4.50 4.09 3.85
H 2.10 4.37 4.45
F -2.56 -1.71 -0.08
C -3.06 -1.49 -1.35
C -4.43 -1.47 -1.53
C -4.92 -1.24 -2.81
C -4.05 -1.06 -3.87
C -2.68 -1.10 -3.66
C -2.18 -1.31 -2.39
H -5.09 -1.62 -0.69
H -5.99 -1.22 -2.97
H -4.44 -0.89 -4.87
H -2.00 -0.96 -4.50
H -1.11 -1.33 -2.21
F -6.03 0.67 -5.63
C -6.64 1.62 -4.88
C -7.79 2.21 -5.36
C -8.42 3.18 -4.60
C -7.89 3.55 -3.37
C -6.73 2.95 -2.90
C -6.10 1.97 -3.66
H -8.18 1.92 -6.33
H -9.32 3.65 -4.96
H -8.38 4.31 -2.77
H -6.31 3.24 -1.95
H -5.20 1.48 -3.31
F -6.80 -6.47 -0.01
C -6.14 -5.70 0.86
C -5.08 -4.93 0.41
C -4.40 -4.13 1.32
C -4.77 -4.12 2.66
C -5.83 -4.90 3.09
C -6.52 -5.70 2.19
H -4.80 -4.96 -0.63
H -3.57 -3.52 0.99
H -4.23 -3.50 3.37
H -6.12 -4.90 4.13
H -7.36 -6.31 2.50
*
```

Properties
* Kohn-Sham gap: 7.357 eV
* LUMO: -0.1249 Eh

Löwdin analysis output, partial charges in e: 0.277, -0.353, 0.108, -0.125, -0.113, -0.239, -0.164, -0.017, -0.136, 0.091, -0.154, -0.027, 0.118, 0.152, 0.105, 0.158, 0.130, 0.133, 0.095, 0.133, 0.146, 0.122, 0.119, 0.110, 0.107, 0.154, 0.036, -0.287, -0.024, -0.077, -0.087, -0.073, -0.017, 0.099, 0.108, 0.107, 0.111, 0.120, 0.059, -0.290, -0.015, -0.079, -0.096, -0.092, -0.027, 0.119, 0.107, 0.101, 0.096, 0.113, -0.012, -0.253, -0.006, -0.066, -0.081, -0.061, -0.026, 0.123, 0.120, 0.100, 0.112, 0.087, 0.045, -0.281, -0.014, -0.075, -0.091, -0.079, -0.026, 0.120, 0.108, 0.104, 0.105, 0.100, 0.070, -0.285, -0.018, -0.098, -0.099, -0.077, -0.008, 0.117, 0.074, 0.097, 0.108, 0.122